(1)
Computed, not measured: a structure of composition C2H5NOSn, with wB97M-V/def2-TZVPD.

```
10
Properties=species:S:1:pos:R:3
Sn 0.7790 0.6076 -3.7997
O -0.1531 0.6464 -1.2369
C -0.1505 0.2749 -0.0262
N -0.9708 0.8652 0.8226
C 0.6777 -0.8877 0.4380
H -1.0506 0.4751 1.7500
H -1.6774 1.5261 0.5337
H 0.3562 -1.7006 -0.2157
H 0.4629 -1.1519 1.4683
H 1.7268 -0.6550 0.2660
```

Values from the calculation:
Electronic energy in eV: -11504.348
Charge: +2

Results of the Löwdin charge analysis, in e, for atoms 1 through 8:
1. Sn 1.85
2. O -0.22
3. C -0.52
4. N 0.25
5. C 0.03
6. H 0.15
7. H 0.15
8. H 0.11

(2)
Computed, not measured: a structure of composition C29H34IrN9O3, with wB97M-V/def2-TZVPD.

```
76
Properties=species:S:1:pos:R:3
Ir -0.4847 1.4803 0.2640
C 0.3324 6.0007 -0.3783
C -0.2535 4.8299 0.1365
N 0.3276 3.6541 0.0623
C 1.5516 3.5495 -0.5354
C 2.1896 4.6581 -1.1149
C 1.5403 5.9112 -1.0100
C 3.4350 4.4717 -1.7639
C 3.9884 3.2257 -1.8276
C 3.3615 2.1135 -1.2226
C 2.1725 2.2639 -0.5544
N 1.4551 1.2719 0.1369
C 2.0236 0.3657 1.0229
C 3.3149 -0.0006 1.1717
C 3.6903 -0.9201 2.2062
C 2.8176 -1.3168 3.1847
C 1.4902 -0.8696 3.1667
C 0.6494 -0.8788 4.2869
C -0.5144 -0.1547 4.2949
C -0.8062 0.6904 3.1874
N -0.0992 0.7104 2.1019
C 0.9555 -0.2942 1.8900
H -0.1845 6.9436 -0.2738
H -1.2238 4.8630 0.6192
H 2.0127 6.7896 -1.4319
H 3.9299 5.3241 -2.2104
H 4.9280 3.0766 -2.3417
H 3.8231 1.1414 -1.3161
H 4.0974 0.4121 0.5563
H 4.7259 -1.2275 2.2630
H 3.1764 -1.8862 4.0335
H 0.9674 -1.4113 5.1760
H -1.1557 -0.1116 5.1622
H -1.6376 1.3850 3.2350
N -0.9554 1.8175 -1.7626
C -2.3946 2.1709 -1.9060
C -2.9794 1.8406 -3.2820
C -2.6099 0.4923 -3.9171
C -3.4186 -0.7351 -3.4984
N -3.4465 -1.0211 -2.0631
C -2.4192 -1.4257 -1.3306
N -2.5299 -1.5016 -0.0029
N -1.2484 -1.7539 -1.9014
C -3.1798 1.5982 -0.7164
O -4.3561 1.3284 -0.8066
O -2.4838 1.4076 0.3795
H -0.3654 2.5163 -2.2087
H -0.7756 0.9390 -2.2452
H -2.4591 3.2530 -1.7588
H -2.6630 2.6243 -3.9720
H -4.0630 1.9342 -3.1931
H -1.5382 0.2845 -3.8232
H -2.7586 0.5909 -4.9939
H -3.0680 -1.6217 -4.0325
H -4.4600 -0.6103 -3.7896
H -4.2301 -0.6380 -1.5505
H -3.2901 -1.0007 0.4356
H -1.6655 -1.5367 0.5303
H -1.2239 -1.9884 -2.8795
H -0.5293 -2.1513 -1.3117
N 0.3101 -1.2929 0.9733
C 0.6116 -2.4888 0.6992
N 1.0001 -3.5938 1.3022
C 0.5632 -3.9914 2.6544
C -0.3905 -5.1736 2.5454
O 0.1914 -6.2389 1.8315
C 0.5000 -5.8577 0.5078
C 1.5091 -4.7232 0.5055
H 0.0708 -3.1487 3.1284
H 1.4489 -4.2662 3.2311
H -1.3197 -4.8523 2.0533
H -0.6357 -5.5454 3.5387
H -0.4139 -5.5464 -0.0182
H 0.9082 -6.7328 0.0063
H 1.7190 -4.3686 -0.5016
H 2.4419 -5.0535 0.9658
```

Values from the calculation:
Electronic energy in eV: -53002.281
Charge: +2
Expectation value of S²: 6.046
Multiplicity: 5

Results of the Löwdin charge analysis, in e, for atoms 1 through 8:
1. Ir 1.46
2. C -0.02
3. C -0.09
4. N 0.00
5. C -0.17
6. C -0.14
7. C 0.03
8. C 0.00

(3)
Computed, not measured: an isolated molecule of CH2N4O, with wB97M-V/def2-TZVPD.

```
8
Properties=species:S:1:pos:R:3
H 0.0958 1.9781 0.9425
N 0.0096 1.8992 -0.1574
C 0.0301 0.6112 -0.0975
N 0.5600 -0.1499 1.1492
N 0.4561 -1.4231 0.9229
O 0.2309 -1.6513 -0.2901
N -0.1906 -0.5491 -0.9947
H -1.1919 -0.7151 -1.4750
```

Values from the calculation:
Electronic energy in eV: -9071.982
Charge: 0
SMILES string: [H]/N=c1\nno[nH]1

In the Löwdin picture, each atom carries the following charge in e:
1. H 0.10
2. N 0.10
3. C -0.40
4. N 0.07
5. N -0.02
6. O -0.11
7. N 0.05
8. H 0.21

(4)
Computed, not measured: the ion C4H9FN3 with charge +1, with wB97M-V/def2-TZVPD.

```
17
Properties=species:S:1:pos:R:3
C 2.4366 0.0644 0.0169
N 1.0307 -0.1794 0.1277
C 0.4591 -1.2761 -0.1749
N -0.7918 -1.3586 0.1738
N -1.3252 -0.0915 0.5553
C -2.3149 0.4925 -0.2691
C 0.0865 0.7955 0.6664
F -0.0498 1.7973 -0.1979
H 3.1506 -0.0956 0.8671
H 2.7406 -0.3377 -0.9311
H 2.3351 1.1457 -0.0070
H 1.0823 -2.0585 -0.5840
H -1.4379 -1.8609 -0.4100
H -2.3044 1.6261 -0.1629
H -2.3002 0.3340 -1.3554
H -3.1950 -0.1911 0.0095
H 0.3979 1.1940 1.6756
```

Values from the calculation:
Electronic energy in eV: -11472.359
Charge: +1
SMILES string: CN1C=[NH+]N(C)[C@@H]1F

Results of the Löwdin charge analysis, in e, for atoms 1 through 8:
1. C 0.02
2. N -0.07
3. C -0.06
4. N 0.12
5. N -0.08
6. C -0.09
7. C -0.16
8. F 0.08

(5)
Computed, not measured: a structure of composition H2O4S3, with wB97M-V/def2-TZVPD.

```
9
Properties=species:S:1:pos:R:3
O -0.8409 -2.5440 1.1073
O 0.4566 -2.6037 -0.9440
O -0.3779 -0.2100 -0.1543
O 1.4869 -1.5359 0.8858
S -1.9702 0.1451 -0.0429
S 1.5558 -0.4498 2.0953
S 0.1843 -1.9950 0.2518
H -2.6228 -0.3859 -1.1187
H 0.5354 0.3669 1.4349
```

Values from the calculation:
Electronic energy in eV: -40724.414
Charge: 0

Results of the Löwdin charge analysis, in e, for atoms 1 through 8:
1. O -0.26
2. O -0.18
3. O -0.81
4. O -0.71
5. S 0.76
6. S 0.84
7. S 0.53
8. H -0.12

(6)
Computed, not measured: a cluster of 2 separate species, C4H12NO3 in total, with wB97M-V/def2-TZVPD.

```
20
Properties=species:S:1:pos:R:3
O -1.0344 -1.4641 -1.3788
C -1.6302 -0.3389 -0.9203
C -0.9056 0.2698 0.2891
N 0.3168 -0.5742 0.6265
C 0.3307 -0.9165 2.0435
C -0.4077 1.6720 -0.0810
O -2.5215 0.2226 -1.4682
H -1.1095 -1.5231 -2.3205
H -1.5542 0.2288 1.1577
H 1.1871 -0.0592 0.4543
H 0.5103 -1.3063 -0.0678
H 1.1676 -1.5124 2.4080
H -0.5396 -1.4812 2.3914
H 0.4401 -0.0728 2.7156
H -0.5221 2.4158 0.7160
H 0.6341 1.7563 -0.3708
H -0.9542 2.2032 -0.8681
H 1.7262 0.6984 -2.2314
H 2.8825 -0.2672 -1.5436
O 1.9838 0.0489 -1.5517
```

Values from the calculation:
Electronic energy in eV: -11968.493
Charge: +1

Results of the Löwdin charge analysis, in e, for atoms 1 through 8:
1. O 0.12
2. C -0.46
3. C -0.16
4. N 0.02
5. C -0.02
6. C -0.01
7. O 0.18
8. H 0.13

(7)
Computed, not measured: an isolated molecule of C18H21IN6O2S, with wB97M-V/def2-TZVPD.

```
49
Properties=species:S:1:pos:R:3
C 0.5693 -1.7745 -1.7863
C 0.0931 -0.8494 -2.9067
C -1.4204 -0.9636 -3.0648
N 0.4217 0.5295 -2.5770
C 1.7886 0.9330 -2.8390
C 1.9917 2.4003 -2.4615
C 2.0055 2.6218 -0.9467
N 0.8264 2.0879 -0.3246
C 0.7308 0.9860 0.4720
S 2.1458 0.1085 0.9903
C 1.3506 -0.8569 2.2548
C 1.1775 -2.2214 2.0168
C 0.5556 -2.9563 2.9938
C 0.1094 -2.3640 4.1790
C 0.2812 -1.0244 4.4250
C 0.9231 -0.2781 3.4387
I 1.2265 1.7701 3.8115
O -0.4730 -3.3105 4.9686
C -0.3797 -4.5250 4.2517
O 0.2637 -4.2889 3.0165
N -0.4861 0.6650 0.8185
C -1.2709 1.6020 0.1932
C -2.6541 1.8235 0.1314
N -3.5575 1.0185 0.7336
N -3.0985 2.8497 -0.5969
C -2.2258 3.6145 -1.2339
N -0.9107 3.5136 -1.2605
C -0.4603 2.4922 -0.5330
H 1.6479 -1.7159 -1.6648
H 0.0933 -1.4807 -0.8540
H 0.3027 -2.8041 -2.0121
H 0.5790 -1.1578 -3.8544
H -1.7073 -1.9956 -3.2490
H -1.9077 -0.6188 -2.1553
H -1.7700 -0.3548 -3.8969
H -0.2069 1.1556 -3.0717
H 2.4547 0.3064 -2.2379
H 2.0659 0.7902 -3.9011
H 2.9397 2.7553 -2.8676
H 1.1845 2.9970 -2.8905
H 2.8708 2.1289 -0.4945
H 2.0510 3.6949 -0.7364
H 1.5153 -2.6669 1.0971
H -0.0594 -0.5752 5.3426
H -1.3898 -4.9246 4.0717
H 0.2016 -5.2542 4.8376
H -3.2255 0.3613 1.4165
H -4.5131 1.3282 0.7631
H -2.6505 4.4280 -1.8071
```

Values from the calculation:
Electronic energy in eV: -50979.045
Charge: 0
SMILES string: CC(C)NCCCn1c(Sc2cc3c(cc2I)OCO3)nc2c(N)ncnc21

Results of the Löwdin charge analysis, in e, for atoms 1 through 8:
1. C -0.07
2. C -0.46
3. C -0.06
4. N -0.04
5. C -0.22
6. C -0.15
7. C -0.14
8. N -0.01

(8)
Computed, not measured: an isolated molecule of C19H16FN3O3, with wB97M-V/def2-TZVPD.

```
42
Properties=species:S:1:pos:R:3
C -3.3297 3.9893 -3.2804
N -2.5038 3.0117 -2.5502
C -1.0806 3.4153 -2.3737
C -2.9848 1.7338 -2.1971
C -4.1746 1.2512 -2.7562
C -4.7721 0.0304 -2.3569
C -4.1603 -0.6980 -1.3474
C -2.9834 -0.2420 -0.7395
C -2.3619 -1.0164 0.3760
O -3.1054 -1.7335 1.0579
N -0.9715 -1.0059 0.6755
C -0.4398 -1.8565 1.6420
C 0.9333 -1.7664 1.6126
C 1.8747 -2.4813 2.4597
O 1.4902 -3.5116 3.0067
C 3.2955 -2.2213 2.4410
C 4.2255 -3.2248 2.1153
C 5.6204 -3.0074 2.1200
F 6.4686 -3.9848 1.8134
C 6.0936 -1.7700 2.4211
C 5.1907 -0.7558 2.7447
C 3.8151 -0.9507 2.7782
O 2.9779 0.0830 3.1389
C 1.1718 -0.8064 0.5744
N 0.0418 -0.3143 0.0856
C -2.3867 0.9770 -1.1789
H -3.6422 3.5686 -4.2287
H -4.2171 4.2798 -2.6957
H -2.8190 4.9439 -3.5472
H -1.0132 4.2163 -1.6324
H -0.4616 2.5591 -2.0102
H -0.6577 3.7846 -3.3424
H -4.6258 1.8063 -3.5623
H -5.6498 -0.2995 -2.8694
H -4.6441 -1.6097 -0.9820
H -1.0335 -2.5184 2.2384
H 3.8659 -4.2158 1.8980
H 7.1481 -1.5839 2.4252
H 5.6186 0.1977 2.9934
H 3.4893 0.8426 3.4498
H 2.1815 -0.4601 0.2607
H -1.4840 1.3443 -0.6778
```

Values from the calculation:
Electronic energy in eV: -33291.391
Charge: 0
SMILES string: CN(C)c1cccc(C(=O)n2cc(C(=O)c3cc(F)ccc3O)cn2)c1

Results of the Löwdin charge analysis, in e, for atoms 1 through 8:
1. C -0.08
2. N -0.19
3. C -0.06
4. C -0.22
5. C -0.02
6. C -0.06
7. C -0.05
8. C -0.13